# 1
{
  "formula": "C71H59CsF3N7O4P2SSe",
  "method": "the ωB97M-V functional and the def2-TZVPD basis",
  "symbols": ["Cs", "C", "O", "C", "C", "C", "C", "C", "C", "N", "N", "C", "O", "C", "C", "C", "C", "C", "C", "C", "O", "H", "H", "H", "H", "H", "H", "H", "H", "H", "H", "H", "H", "C", "C", "C", "C", "C", "C", "C", "C", "P", "C", "C", "C", "C", "C", "C", "C", "C", "C", "C", "C", "C", "C", "O", "C", "C", "C", "C", "C", "C", "P", "C", "C", "C", "C", "C", "C", "C", "C", "C", "C", "C", "C", "H", "H", "H", "H", "H", "H", "H", "H", "H", "H", "H", "H", "H", "H", "H", "H", "H", "H", "H", "H", "H", "H", "H", "H", "H", "H", "H", "H", "H", "H", "H", "H", "F", "C", "F", "F", "C", "C", "C", "C", "N", "C", "S", "H", "H", "H", "N", "C", "C", "C", "C", "C", "N", "C", "H", "H", "H", "H", "C", "N", "C", "C", "N", "C", "C", "Se", "H", "H", "H", "H", "H", "H", "H", "H"],
  "coordinates": [[1.04, -0.60, 0.91], [-5.90, -1.78, -0.47], [-4.80, -1.22, 0.17], [-4.14, -2.01, 1.10], [-4.54, -3.28, 1.44], [-3.80, -4.04, 2.37], [-2.66, -3.50, 2.92], [-2.25, -2.21, 2.59], [-1.05, -1.57, 3.14], [0.13, -2.02, 3.33], [0.43, -3.39, 3.18], [1.06, -3.72, 2.09], [1.27, -3.05, 1.03], [1.68, -5.10, 2.17], [2.73, -5.41, 1.31], [3.32, -6.67, 1.34], [2.85, -7.63, 2.22], [1.80, -7.33, 3.08], [1.23, -6.07, 3.06], [-2.96, -1.39, 1.66], [-2.59, -0.23, 1.32], [-6.29, -1.02, -1.14], [-6.68, -2.08, 0.24], [-5.62, -2.67, -1.06], [-5.41, -3.72, 0.98], [-4.12, -5.04, 2.62], [-2.04, -4.08, 3.60], [-1.14, -0.51, 3.36], [3.05, -4.65, 0.61], [4.14, -6.89, 0.67], [3.31, -8.62, 2.24], [1.42, -8.08, 3.77], [0.41, -5.80, 3.71], [-5.05, 0.04, -5.37], [-3.52, -0.14, -5.38], [-3.04, -0.29, -6.83], [-3.15, -1.39, -4.60], [-3.73, -2.62, -4.92], [-3.38, -3.77, -4.24], [-2.44, -3.71, -3.21], [-1.84, -2.51, -2.86], [-0.56, -2.34, -1.53], [0.90, -2.09, -2.64], [1.04, -2.81, -3.83], [2.11, -2.58, -4.68], [3.05, -1.61, -4.36], [2.92, -0.88, -3.20], [1.84, -1.11, -2.35], [-0.47, -4.11, -1.06], [0.49, -5.01, -1.51], [0.47, -6.33, -1.10], [-0.50, -6.77, -0.22], [-1.46, -5.88, 0.25], [-1.44, -4.55, -0.17], [-2.23, -1.37, -3.57], [-1.60, -0.22, -3.17], [-1.99, 0.98, -3.69], [-1.42, 2.10, -3.08], [-1.75, 3.35, -3.59], [-2.60, 3.49, -4.67], [-3.16, 2.36, -5.24], [-2.88, 1.08, -4.75], [-0.35, 1.93, -1.60], [1.12, 2.85, -2.20], [1.46, 2.89, -3.55], [2.63, 3.48, -3.98], [3.49, 4.06, -3.05], [3.18, 4.00, -1.70], [2.01, 3.38, -1.28], [-1.20, 3.14, -0.52], [-0.93, 4.50, -0.44], [-1.72, 5.33, 0.35], [-2.80, 4.80, 1.04], [-3.06, 3.44, 0.97], [-2.26, 2.60, 0.21], [-5.55, -0.82, -5.83], [-5.35, 0.93, -5.92], [-5.42, 0.13, -4.35], [-3.50, -1.16, -7.30], [-1.96, -0.41, -6.87], [-3.30, 0.60, -7.42], [-4.45, -2.68, -5.73], [-3.84, -4.72, -4.49], [-2.18, -4.62, -2.69], [0.31, -3.56, -4.09], [2.20, -3.15, -5.60], [3.89, -1.43, -5.02], [3.64, -0.12, -2.92], [1.76, -0.50, -1.46], [1.29, -4.67, -2.16], [1.25, -7.01, -1.43], [-0.50, -7.80, 0.13], [-2.21, -6.18, 0.97], [-2.17, -3.87, 0.24], [-1.33, 4.23, -3.12], [-2.83, 4.47, -5.06], [-3.83, 2.46, -6.08], [0.80, 2.44, -4.29], [2.88, 3.49, -5.03], [4.42, 4.51, -3.38], [3.87, 4.39, -0.97], [1.82, 3.30, -0.22], [-0.09, 4.93, -0.99], [-1.49, 6.39, 0.42], [-3.42, 5.45, 1.65], [-3.88, 3.00, 1.53], [-2.45, 1.54, 0.23], [8.34, -0.06, 1.43], [7.16, 0.24, 0.81], [7.10, -0.60, -0.25], [7.34, 1.49, 0.32], [6.00, 0.14, 1.75], [6.25, -0.18, 3.07], [5.20, -0.26, 3.97], [3.93, -0.01, 3.47], [3.68, 0.30, 2.21], [4.68, 0.40, 1.31], [4.27, 0.86, -0.31], [7.26, -0.38, 3.39], [5.35, -0.52, 5.01], [3.05, -0.06, 4.11], [1.24, 7.61, 3.55], [1.93, 6.80, 3.10], [2.82, 5.79, 2.58], [4.07, 6.15, 2.09], [4.90, 5.14, 1.63], [4.43, 3.83, 1.69], [3.24, 3.49, 2.17], [2.43, 4.45, 2.59], [4.38, 7.19, 2.07], [5.88, 5.35, 1.23], [5.04, 3.01, 1.33], [1.46, 4.15, 2.94], [1.23, 3.91, 5.98], [-0.20, 4.08, 6.04], [-0.88, 4.80, 6.99], [-2.20, 4.73, 6.69], [-2.30, 3.97, 5.54], [-3.53, 3.62, 4.85], [-1.07, 3.56, 5.14], [-0.74, 2.52, 3.67], [1.63, 3.92, 6.99], [1.69, 4.71, 5.39], [1.45, 2.95, 5.50], [-0.37, 5.30, 7.80], [-3.06, 5.15, 7.17], [-4.36, 4.05, 5.40], [-3.62, 2.53, 4.79], [-3.49, 4.01, 3.84]],
  "e_above_lowest_kj_mol": 49.38,
  "molar_mass_g_mol": 1437.172,
  "spin_multiplicity": 1,
  "total_charge": -2
}



# 2
{
  "formula": "C4H40NO15",
  "method": "the ωB97M-V functional and the def2-TZVPD basis",
  "symbols": ["C", "C", "C", "C", "O", "N", "H", "H", "H", "H", "H", "H", "H", "H", "H", "H", "H", "H", "H", "H", "O", "H", "H", "O", "H", "H", "O", "H", "H", "O", "H", "H", "O", "H", "H", "O", "H", "H", "O", "H", "H", "O", "H", "H", "O", "H", "H", "O", "H", "H", "O", "H", "H", "O", "H", "H", "O", "H", "H", "O"],
  "coordinates": [[-0.39, -2.93, -1.76], [-0.15, -1.57, -1.10], [1.09, -0.75, -1.55], [2.10, -0.29, -0.54], [0.58, 0.33, -2.34], [-0.07, -1.84, 0.39], [0.37, -3.60, -1.39], [-1.45, -3.20, -1.62], [-0.51, -2.90, -2.85], [-0.96, -0.92, -1.41], [1.57, -1.43, -2.27], [2.30, -0.94, 0.31], [3.14, -0.22, -0.87], [1.82, 0.68, -0.11], [1.25, 0.54, -2.99], [0.59, -1.24, 0.88], [-0.94, -1.67, 0.92], [0.12, -2.83, 0.61], [4.61, -1.98, -0.56], [4.57, -2.55, -1.92], [4.29, -2.75, -1.03], [-5.01, 1.89, 0.10], [-3.62, 1.41, -0.46], [-4.28, 1.29, 0.22], [1.66, 4.91, 2.20], [1.16, 3.38, 2.43], [1.19, 4.16, 1.85], [-0.62, -4.95, 1.60], [-1.75, -4.60, 0.45], [-0.94, -4.40, 0.89], [-1.59, 2.69, -5.02], [-1.07, 1.26, -4.73], [-1.41, 2.06, -4.31], [5.06, -0.59, 1.65], [3.85, 0.44, 1.79], [4.15, -0.45, 1.93], [0.99, 3.07, -2.56], [0.22, 2.50, -3.81], [1.03, 2.89, -3.50], [-0.34, 3.53, 0.51], [0.22, 4.56, -0.16], [-0.61, 4.06, -0.26], [-1.73, 1.25, -2.24], [-1.65, 2.56, -1.34], [-2.06, 1.70, -1.48], [1.22, -1.64, 3.45], [0.07, -0.81, 3.54], [0.49, -1.37, 2.87], [-3.36, -1.10, 0.18], [-3.75, -2.54, 0.63], [-3.02, -1.97, 0.37], [0.26, 1.43, 3.45], [1.80, 1.57, 3.68], [1.09, 1.69, 3.04], [-1.90, 0.28, 3.11], [-1.88, -0.09, 4.69], [-1.40, 0.22, 3.93], [-1.66, 0.60, 0.25], [-2.85, 0.64, 1.05], [-1.89, 0.47, 1.19]],
  "e_above_lowest_kj_mol": 340.43,
  "molar_mass_g_mol": 342.356,
  "spin_multiplicity": 1,
  "total_charge": 1
}



# 3
{
  "formula": "C3H10NS6",
  "method": "the ωB97M-V functional and the def2-TZVPD basis",
  "symbols": ["C", "C", "C", "N", "S", "S", "S", "S", "S", "S", "H", "H", "H", "H", "H", "H", "H", "H", "H", "H"],
  "coordinates": [[1.06, -1.72, 1.45], [-2.28, -0.03, -2.18], [3.92, 1.93, 0.51], [0.73, -0.47, 0.68], [-4.97, 0.42, -0.04], [-2.13, -1.26, -0.77], [2.40, 1.89, -0.40], [-4.19, -1.52, -0.29], [-0.79, -0.04, 0.76], [1.77, 0.03, -0.73], [0.53, -2.70, 1.17], [2.26, -1.89, 1.39], [0.89, -1.66, 2.49], [-2.80, 0.79, -1.81], [-2.90, -0.79, -2.88], [-1.37, 0.32, -2.51], [3.96, 2.88, 1.07], [4.71, 1.97, -0.22], [4.12, 1.15, 1.14], [-4.93, 0.69, 1.19]],
  "molar_mass_g_mol": 252.522,
  "spin_multiplicity": 3,
  "s2": 2.0110,
  "total_charge": 1,
  "energy_ha": -2563.75434
}



# 4
{
  "formula": "C3H10O",
  "method": "the ωB97M-V functional and the def2-TZVPD basis",
  "symbols": ["C", "O", "H", "H", "H", "H", "C", "C", "H", "H", "H", "H", "H", "H"],
  "coordinates": [[-2.05, 1.82, -0.36], [-0.66, 1.38, -0.18], [-0.09, 2.06, -0.55], [-2.10, 2.20, -1.38], [-2.32, 2.36, 0.54], [-2.59, 0.87, -0.40], [1.41, -1.20, -0.41], [0.94, -1.52, 1.00], [1.47, -0.14, -0.63], [2.50, -1.35, -0.53], [0.94, -1.73, -1.23], [1.10, -2.56, 1.28], [1.55, -0.93, 1.69], [-0.10, -1.27, 1.14]],
  "e_above_lowest_kj_mol": 90.53,
  "molar_mass_g_mol": 62.112,
  "spin_multiplicity": 1,
  "total_charge": 0
}



# 5
{
  "formula": "H2N2O4P",
  "method": "the ωB97M-V functional and the def2-TZVPD basis",
  "symbols": ["N", "N", "O", "O", "O", "O", "P", "H", "H"],
  "coordinates": [[-1.23, -0.72, -0.03], [1.30, 0.77, 0.11], [0.74, 1.66, -0.50], [1.67, -1.80, 0.55], [1.85, 0.91, 1.21], [-2.41, 0.26, 0.04], [1.45, -0.96, -0.64], [-1.57, -1.21, -0.90], [-1.82, 1.09, 0.17]],
  "e_above_lowest_kj_mol": 644.50,
  "molar_mass_g_mol": 125.000,
  "spin_multiplicity": 1,
  "total_charge": -1
}



# 6
{
  "formula": "C19H25NO2",
  "method": "the ωB97M-V functional and the def2-TZVPD basis",
  "symbols": ["C", "O", "C", "C", "C", "C", "C", "C", "C", "H", "H", "C", "N", "H", "C", "C", "H", "H", "C", "C", "C", "C", "C", "C", "C", "H", "H", "O", "H", "H", "H", "H", "H", "C", "H", "H", "H", "H", "H", "H", "H", "H", "H", "H", "H", "H", "H"],
  "coordinates": [[1.54, 3.52, 0.05], [0.71, 2.72, -0.75], [-0.50, 2.34, -0.26], [-1.02, 2.79, 0.95], [-2.27, 2.35, 1.38], [-3.00, 1.47, 0.61], [-2.48, 1.03, -0.60], [-1.24, 1.45, -1.06], [-0.73, 1.00, -2.39], [-0.50, 1.87, -3.00], [-1.51, 0.42, -2.90], [0.57, 0.15, -2.31], [0.56, -0.97, -1.40], [0.53, -0.63, -0.45], [-0.47, -1.99, -1.56], [-0.21, -3.10, -0.53], [-0.81, -3.97, -0.81], [0.84, -3.37, -0.59], [-0.58, -2.73, 0.91], [0.33, -1.71, 1.54], [1.69, -1.95, 1.67], [2.54, -1.00, 2.21], [2.03, 0.21, 2.66], [0.66, 0.45, 2.57], [-0.17, -0.50, 2.01], [-1.23, -0.29, 1.94], [0.27, 1.38, 2.95], [2.83, 1.19, 3.18], [3.74, 0.89, 3.20], [3.60, -1.20, 2.29], [2.11, -2.89, 1.33], [-0.54, -3.64, 1.52], [-1.61, -2.36, 0.94], [-0.41, -2.59, -2.97], [-1.08, -3.44, -3.04], [-0.71, -1.86, -3.72], [0.60, -2.92, -3.19], [-1.48, -1.59, -1.39], [0.80, -0.21, -3.32], [1.39, 0.80, -1.99], [-3.06, 0.35, -1.21], [-3.96, 1.12, 0.94], [-2.66, 2.71, 2.32], [-0.47, 3.49, 1.56], [1.77, 3.04, 1.01], [1.10, 4.51, 0.24], [2.47, 3.65, -0.52]],
  "e_above_lowest_kj_mol": 140.21,
  "molar_mass_g_mol": 299.414,
  "spin_multiplicity": 1,
  "total_charge": 0
}